# 1
Here is a molecular structure, CH2N5 from the OMol25 dataset. Energies are from ωB97M-V/def2-TZVPD.

The geometry in XYZ format:
```
8
CH2N5 ωB97M-V/def2-TZVPD
N -0.438 2.155 0.938
N 1.897 0.443 -0.900
N 3.538 0.168 0.687
N -0.534 0.367 -0.766
N 2.653 0.371 -0.006
C -0.429 1.390 0.043
H -1.312 0.376 -1.400
H 0.697 0.270 -0.927
```

Charge ... -1
ΔE to the lowest compared entry with this formula, charge and spin ... 115.9 kJ/mol
Gap between HOMO and LUMO ... 8.84 eV
LUMO ... 4.6 eV
2S+1 ... 1



# 2
Here is 9 unconnected molecules or ions with the total composition C21H54Cl4N2O19S5 from the OMol25 dataset. Energies are from ωB97M-V/def2-TZVPD.

The geometry in XYZ format:
```
105
C21H54Cl4N2O19S5 ωB97M-V/def2-TZVPD
Cl 18.963 15.855 7.601
Cl 18.372 16.567 12.268
Cl 15.101 16.571 9.363
Cl 15.827 16.395 14.386
S 12.211 17.543 17.847
S 19.584 12.640 16.052
S 14.339 12.641 14.639
S 9.523 14.244 14.295
S 17.221 21.968 12.906
O 10.974 14.635 13.803
O 18.404 19.478 9.800
O 20.635 21.304 13.951
O 14.798 11.109 14.204
O 18.864 11.353 16.162
O 18.087 21.590 9.444
O 16.112 21.035 12.952
O 12.617 17.656 19.390
O 20.064 13.344 17.194
O 18.457 21.615 12.212
O 13.298 12.521 15.639
O 16.604 23.241 12.273
O 8.858 15.408 14.779
O 9.057 13.446 13.202
O 11.737 16.181 17.570
O 11.317 18.599 17.475
O 19.546 19.494 14.357
O 20.874 12.306 15.078
O 15.568 13.366 14.873
N 17.696 20.481 9.691
N 20.336 20.160 13.687
C 18.650 13.707 15.001
C 16.643 17.874 13.883
C 13.598 13.100 13.049
C 11.595 15.895 14.234
C 22.141 12.945 15.480
C 17.743 22.428 14.543
C 17.551 15.789 8.706
C 16.853 24.954 10.625
C 16.198 20.256 9.871
C 17.053 17.889 12.459
C 16.319 16.463 8.041
C 16.125 10.542 14.312
C 14.077 17.017 21.227
C 17.587 24.326 11.709
C 16.242 9.397 13.318
C 13.879 17.828 17.106
C 9.938 13.203 15.694
C 13.293 16.493 20.049
C 20.937 19.596 12.458
C 11.204 16.787 13.099
C 23.138 12.382 14.518
H 16.049 19.972 10.916
H 13.888 17.896 16.028
H 24.141 12.821 14.592
H 21.848 20.102 12.162
H 22.799 12.381 13.480
H 18.067 21.501 15.037
H 17.317 25.944 10.489
H 18.507 23.797 11.481
H 23.355 11.306 14.730
H 14.393 13.263 12.304
H 16.413 17.479 7.705
H 17.543 18.062 14.530
H 15.997 15.726 7.294
H 15.548 8.537 13.484
H 14.182 18.724 17.620
H 10.378 12.329 15.184
H 17.566 18.854 12.216
H 16.866 11.287 14.006
H 12.649 15.647 14.451
H 17.768 14.000 15.548
H 17.880 16.297 9.625
H 13.927 15.981 19.321
H 22.378 12.681 16.535
H 17.277 9.034 13.304
H 11.469 16.433 12.090
H 14.808 17.715 20.844
H 18.325 13.071 14.207
H 19.222 14.514 14.595
H 14.585 16.154 21.723
H 12.522 15.765 20.307
H 21.993 14.036 15.435
H 15.866 19.399 9.252
H 10.619 13.726 16.328
H 17.737 25.036 12.512
H 15.962 18.751 14.058
H 11.177 16.250 15.149
H 13.511 17.549 21.980
H 10.098 16.773 13.120
H 16.287 17.571 11.749
H 12.914 12.352 12.659
H 16.899 22.840 15.077
H 21.199 18.549 12.597
H 15.829 25.025 10.979
H 18.589 23.152 14.540
H 20.186 19.661 11.660
H 17.391 14.730 8.989
H 16.865 24.418 9.683
H 11.439 17.861 13.227
H 15.661 21.178 9.753
H 13.028 13.983 13.216
H 15.977 9.788 12.323
H 16.369 10.253 15.333
H 14.557 17.027 17.399
H 9.009 12.982 16.204
```

Charge ... 0
Gap between HOMO and LUMO ... 10.75 eV
LUMO ... 0.0 eV
2S+1 ... 1



# 3
Here is 2 unconnected molecules or ions with the total composition C2H8S2 from the OMol25 dataset. Energies are from ωB97M-V/def2-TZVPD.

The geometry in XYZ format:
```
12
C2H8S2 ωB97M-V/def2-TZVPD
S -2.528 -0.590 1.584
S -2.662 -0.067 -0.369
C 1.179 -0.793 -0.226
C 1.505 0.675 -0.499
H 0.337 -0.886 0.466
H 0.909 -1.294 -1.155
H 1.499 1.283 0.405
H 2.489 0.771 -0.954
H -3.757 0.666 -0.336
H 2.026 -1.299 0.234
H 0.796 1.102 -1.214
H -1.791 0.431 2.064
```

Charge ... 0
ΔE to the lowest compared entry with this formula, charge and spin ... 9.8 kJ/mol
Gap between HOMO and LUMO ... 10.16 eV
LUMO ... 0.4 eV
2S+1 ... 1



# 4
Here is a molecular structure, C64H74O4S from the OMol25 dataset. Energies are from ωB97M-V/def2-TZVPD.

The geometry in XYZ format:
```
143
C64H74O4S ωB97M-V/def2-TZVPD
S -3.630 2.761 -2.726
O -3.070 2.605 -4.024
O -3.245 3.830 -1.884
O -3.491 1.384 -1.953
O -5.214 2.729 -2.814
C 3.477 -7.283 2.002
C -4.894 -2.923 -7.032
C -1.315 -1.046 -2.803
C -4.022 -2.808 -5.958
C 5.302 5.117 0.394
C 10.736 7.186 2.334
C 5.132 -0.774 -2.053
C -2.245 -8.373 -1.328
C 4.744 -6.344 3.817
C -4.678 0.552 -2.119
C -2.173 -1.667 2.063
C -2.856 2.077 2.724
C -7.024 7.473 6.185
C -4.320 -0.801 -2.683
C -4.850 -5.317 -6.803
C 2.660 4.654 -0.327
C 4.455 6.185 0.132
C 8.151 7.727 1.480
C -5.543 1.357 -3.097
C -0.531 -6.909 -0.494
C -1.351 -9.435 -1.296
C -3.564 -3.945 -5.306
C 5.147 -2.604 -3.611
C -7.737 7.289 7.362
C 0.129 0.913 -0.327
C 6.533 -2.559 -3.650
C -1.835 -7.108 -0.926
C 10.508 8.190 1.403
C -0.406 -3.805 2.162
C -2.091 -1.335 -1.512
C 0.364 -7.969 -0.468
C 4.160 -5.107 3.586
C -2.589 -2.929 1.661
C -0.878 -1.475 2.527
C 4.446 -1.711 -2.812
C -3.166 2.917 3.784
C -5.841 6.778 5.975
C 0.221 -1.046 -2.645
C 2.893 -6.046 1.770
C 3.506 3.586 -0.062
C 0.005 -2.546 2.576
C 9.216 8.460 0.974
C -7.267 6.411 8.328
C -6.083 5.718 8.119
C 0.849 0.348 -2.746
C 8.378 6.724 2.412
C -4.075 3.503 1.220
C -0.046 -9.233 -0.867
C 3.234 -4.958 2.563
C -5.370 5.902 6.943
C 4.827 3.816 0.297
C 6.518 -0.730 -2.090
C -3.931 4.054 3.558
C -3.311 2.368 1.447
C -1.703 -3.996 1.707
C -5.306 -4.179 -7.456
C 7.219 -1.622 -2.889
C -3.980 -5.200 -5.728
C -3.555 -1.725 -1.740
C 9.671 6.452 2.837
C 0.307 1.408 -1.769
C 4.403 -7.432 3.026
C -4.381 4.348 2.278
C 3.135 5.955 -0.230
H 4.824 7.200 0.208
H 5.468 -6.461 4.613
H -3.064 1.712 0.620
H -5.146 0.487 -1.134
H 4.612 -3.335 -4.204
H 8.301 -1.587 -2.919
H -0.551 -0.492 2.840
H 5.487 2.983 0.500
H -2.880 -3.852 -4.471
H 1.035 2.225 -1.750
H -5.983 -4.272 -8.296
H 0.283 -4.641 2.201
H -3.631 -2.752 -2.107
H -7.391 8.157 5.431
H -4.177 4.712 4.381
H -1.590 -1.801 -3.548
H 11.744 6.974 2.666
H 0.651 -10.061 -0.845
H -2.531 -6.279 -0.949
H -0.211 -5.925 -0.173
H -2.813 2.688 4.782
H -3.600 -3.079 1.304
H 1.939 0.288 -2.670
H 9.039 9.241 0.246
H 0.967 1.171 0.324
H 11.339 8.763 1.011
H -5.251 -2.036 -7.538
H 1.016 -2.395 2.933
H -5.287 6.921 5.056
H 4.427 -4.258 4.202
H -2.859 -0.830 2.010
H -8.659 7.832 7.526
H 7.053 0.001 -1.496
H -4.417 3.734 0.221
H 4.857 -8.398 3.207
H -4.970 5.240 2.104
H -5.260 -1.278 -2.984
H 0.654 0.703 -3.764
H -5.715 5.034 8.874
H 0.519 -1.540 -1.715
H 0.647 -1.657 -3.446
H 7.546 6.155 2.807
H -6.613 1.203 -3.007
H 6.332 5.298 0.673
H 1.630 4.472 -0.606
H 2.779 -3.993 2.380
H -2.075 -0.447 -0.878
H -3.262 -8.531 -1.663
H 7.143 7.939 1.147
H -7.824 6.266 9.245
H 9.848 5.668 3.562
H -3.624 -6.087 -5.221
H 1.380 -7.808 -0.134
H -0.760 1.345 0.138
H -3.761 -0.616 -3.605
H -2.248 1.195 2.885
H -3.694 -1.829 -5.631
H 2.476 6.788 -0.438
H -4.064 -1.713 -0.769
H -2.025 -4.982 1.393
H 2.171 -5.924 0.972
H 3.213 -8.134 1.387
H -1.672 -10.421 -1.606
H 3.364 -1.745 -2.780
H -5.172 -6.295 -7.135
H -1.621 -0.066 -3.179
H -4.444 5.363 6.782
H -1.600 -2.142 -0.959
H 7.080 -3.253 -4.275
H 4.584 -0.074 -1.433
H 3.133 2.571 -0.134
H -5.235 1.142 -4.124
H -0.612 1.844 -2.164
H -0.005 -0.166 -0.299
```

Charge ... 0
Gap between HOMO and LUMO ... 9.74 eV
LUMO ... 0.4 eV
2S+1 ... 1



# 5
Here is a molecular structure, C24H59O17P5Si2 from the OMol25 dataset. Energies are from ωB97M-V/def2-TZVPD.

The geometry in XYZ format:
```
107
C24H59O17P5Si2 ωB97M-V/def2-TZVPD
P -2.725 -4.623 -8.079
P -3.276 -3.322 0.268
P 0.342 -0.743 -2.697
P 0.317 4.685 8.642
P 0.882 1.331 4.432
Si -2.104 2.100 -1.878
Si 0.634 1.432 -2.641
O -2.816 -4.904 0.176
O -1.149 5.143 9.438
O -4.899 -3.773 -0.126
O -3.080 -2.653 -1.097
O -3.435 -5.934 -8.436
O 1.187 5.530 9.761
O -3.890 -4.399 -6.819
O 0.795 1.085 2.922
O 1.783 4.226 7.846
O 2.033 0.043 4.521
O -1.653 -2.870 0.663
O -0.270 2.619 4.344
O 0.169 3.231 9.103
O -0.913 2.158 -3.174
O -1.561 -4.847 -9.338
O -0.232 0.391 5.207
O -3.403 -3.382 -8.930
C -5.204 -4.114 -1.471
C 0.556 -1.482 -4.445
C -2.579 -2.267 -9.215
C 3.535 1.821 -3.361
C -3.439 -5.812 1.067
C 0.943 6.922 9.853
C -1.322 2.527 3.394
C -1.323 -3.037 2.027
C 2.061 -0.698 -0.240
C -0.728 0.863 6.447
C -1.973 -5.477 -10.543
C 4.340 0.454 -3.789
C 5.996 2.633 -2.005
C 3.791 4.365 -1.926
C 1.689 -2.661 -4.570
C -3.567 -3.366 -5.911
C 4.410 2.917 -2.450
C 1.353 -1.667 -1.367
C 6.753 1.250 -2.478
C 1.984 2.110 -3.835
C -1.492 4.501 10.656
C 2.295 5.207 6.967
C 5.895 0.157 -3.358
C 2.708 -0.044 5.760
H 1.363 -3.338 -5.497
H -0.486 -1.995 -4.721
H 3.551 -0.730 5.653
H 2.033 -0.432 6.527
H -3.099 3.157 -2.192
H -2.095 3.247 3.674
H 6.633 3.408 -1.377
H -3.711 -2.392 -6.385
H 3.154 4.814 -2.799
H -2.687 -6.500 1.461
H 1.503 5.578 6.310
H -0.373 -2.534 2.222
H 2.534 -1.432 0.574
H -0.953 2.793 2.402
H -5.313 -3.207 -2.069
H 3.093 4.144 -1.004
H -2.936 -5.090 -10.883
H -0.078 1.636 6.868
H -1.696 -2.247 -8.569
H -1.762 1.527 3.386
H 7.871 1.052 -2.177
H -1.213 -4.100 2.258
H -2.530 -3.465 -5.577
H 3.082 0.939 6.058
H -3.152 -1.349 -9.063
H 3.082 4.757 6.358
H 6.449 -0.820 -3.690
H 1.866 3.297 -3.841
H -4.196 -6.387 0.520
H 1.314 -0.013 0.353
H 0.701 -0.644 -5.282
H -2.256 5.102 11.154
H -1.732 1.278 6.296
H 0.917 1.940 -1.306
H 4.657 5.130 -1.629
H -0.791 0.029 7.149
H 2.185 -2.382 -1.774
H -3.916 -5.289 1.901
H 0.434 7.298 8.961
H -2.259 -2.317 -10.262
H -6.158 -4.644 -1.479
H -1.915 3.515 10.452
H 0.576 -2.351 -0.772
H -4.437 -4.766 -1.898
H -4.229 -3.438 -5.046
H 1.894 7.446 9.967
H 3.774 -0.340 -4.437
H -1.574 2.423 -0.558
H -1.222 -5.269 -11.308
H 2.720 6.036 7.538
H -2.854 0.835 -1.926
H 1.738 -3.398 -3.651
H 0.321 7.119 10.735
H 2.997 -0.096 -0.673
H -2.022 -6.558 -10.399
H -0.626 4.418 11.318
H 1.778 1.787 -4.965
H -2.097 -2.598 2.661
H 2.733 -2.208 -4.862
```

Charge ... 0
Gap between HOMO and LUMO ... 3.89 eV
LUMO ... -3.5 eV
2S+1 ... 1



# 6
Here is 2 unconnected molecules or ions with the total composition C19H26N from the OMol25 dataset. Energies are from ωB97M-V/def2-TZVPD.

The geometry in XYZ format:
```
46
C19H26N ωB97M-V/def2-TZVPD
N -0.162 1.223 -2.488
C -1.993 2.839 -2.050
C 1.888 0.514 -3.608
C 0.005 0.407 0.739
C -3.941 -1.054 1.462
C 2.386 0.724 1.055
C 5.314 -1.563 1.682
C -1.267 -0.150 1.067
C 3.659 0.262 1.317
C -0.913 1.915 -1.518
C 3.921 -1.110 1.387
C 2.876 -2.012 1.143
C 1.088 0.561 -2.304
C -5.356 -1.506 1.633
C 1.610 -1.570 0.775
C -3.671 0.311 1.314
C -2.865 -1.954 1.456
C 1.296 -0.182 0.856
C -1.551 -1.525 1.318
C -2.378 0.757 1.135
H 3.076 -3.083 1.229
H -3.078 -3.018 1.573
H 2.764 -0.122 -3.465
H 2.190 1.800 1.014
H -2.192 1.829 1.002
H -1.548 3.769 -2.413
H -5.791 -1.097 2.554
H 5.677 -1.118 2.615
H 4.471 0.971 1.478
H -0.250 2.470 -0.837
H -5.416 -2.596 1.683
H -2.571 2.377 -2.854
H -1.418 1.154 -0.920
H 5.361 -2.650 1.771
H 1.681 1.031 -1.503
H 0.908 -0.476 -1.971
H -5.987 -1.158 0.806
H -4.497 1.023 1.324
H 6.008 -1.249 0.891
H 1.261 0.106 -4.409
H 0.866 -2.277 0.401
H -0.739 -2.242 1.406
H 2.216 1.520 -3.897
H -0.293 1.580 -3.426
H 0.031 1.498 0.809
H -2.676 3.071 -1.230
```

Charge ... +1
ΔE to the lowest compared entry with this formula, charge and spin ... 92.2 kJ/mol
Gap between HOMO and LUMO ... 5.22 eV
LUMO ... -5.6 eV
2S+1 ... 1



Which value of 2S+1 does entry 5 give? 1



The lowest LUMO belongs to which entry? C19H26N



Please write out number 1 again, unchanged.
Here is a molecular structure, CH2N5 from the OMol25 dataset. Energies are from ωB97M-V/def2-TZVPD.

The geometry in XYZ format:
```
8
CH2N5 ωB97M-V/def2-TZVPD
N -0.438 2.155 0.938
N 1.897 0.443 -0.900
N 3.538 0.168 0.687
N -0.534 0.367 -0.766
N 2.653 0.371 -0.006
C -0.429 1.390 0.043
H -1.312 0.376 -1.400
H 0.697 0.270 -0.927
```

Charge ... -1
ΔE to the lowest compared entry with this formula, charge and spin ... 115.9 kJ/mol
Gap between HOMO and LUMO ... 8.84 eV
LUMO ... 4.6 eV
2S+1 ... 1